# C19H36AsF6O15

A structure of composition C19H36AsF6O15 (the ωB97M-V functional and the def2-TZVPD basis, the Open Molecules 2025 dataset).

* HOMO-LUMO gap: 10.6 eV
* HOMO energy: -8.27 eV
* energy relative to the best compared isomer or geometry (same formula, charge and spin): 0.00 kJ/mol
* LUMO: 2.30 eV

ORCA input file:
```
! RIJCOSX wB97M-V def2-TZVPD def2/J DEFGRID3
* xyz -1 1
As -0.1575 -0.6863 0.6123
F -1.0457 -1.7261 -0.4537
F 0.7592 0.4814 1.5143
F -1.5149 0.3987 0.5785
F 1.1588 -1.7995 0.6637
F -0.7283 -1.3531 2.0998
F 0.4203 0.1250 -0.8494
O 1.2145 -0.8411 -3.3159
O -3.4293 0.7140 -3.5539
O -2.8180 -3.6702 1.6192
O 2.1592 4.3272 3.3655
O -0.0357 5.6224 1.5139
O 7.7538 -0.0699 1.0584
O 0.1374 4.0727 4.2324
O -1.0056 4.1001 0.1520
O -7.2978 -2.4801 -3.2824
O -5.5499 -3.7128 -2.5893
O -6.3667 -2.1358 -1.2727
O 5.8292 -0.9377 1.8362
O 5.9402 -0.2170 -0.2552
O 1.2940 5.9415 4.6704
O 0.9828 4.9459 -0.3599
C -0.0423 4.9426 0.5398
C -3.4567 -4.2516 -1.5126
C -0.4336 3.1908 -0.8046
C 4.0298 -1.2684 -1.2674
C -3.2324 -3.1088 2.8729
C -2.1621 0.3273 -3.0005
C 0.4647 2.7775 3.7186
C 0.7068 3.9971 -1.4049
C -6.4788 -2.7561 -2.4668
C 6.6167 -0.3779 0.8960
C 4.5970 -1.3653 1.2148
C -4.9277 -3.9796 -1.3098
C 1.7725 3.0050 2.9520
C 4.5389 -0.5394 -0.0551
C 1.2054 4.8848 4.1362
C 1.9207 3.1828 -1.7331
C -5.2517 -2.6715 -0.5628
C 2.8870 2.0311 3.2932
C 0.9012 -2.2071 -3.1990
H 1.1994 -2.6401 -2.2335
H 2.3563 2.6397 -0.8962
H 3.8758 2.4792 3.2086
H 1.0883 -0.4495 -2.4400
H -4.4409 -1.9459 -0.5559
H 2.7742 1.6216 4.3003
H 0.3948 4.5585 -2.2890
H -1.4237 1.1264 -3.0879
H -0.1675 -2.4326 -3.2845
H -0.0596 2.2959 -0.3150
H 2.7273 3.8289 -2.1042
H -3.6979 1.5062 -3.0807
H -2.2782 0.0909 -1.9396
H 4.6968 -2.4358 1.0296
H -1.8447 -0.5711 -3.5197
H 4.5878 -2.1311 -1.6436
H 3.9799 0.3960 -0.0049
H -1.2322 2.8714 -1.4683
H 1.7526 2.5386 -2.5996
H 0.5371 2.0614 4.5352
H -2.8534 -3.3581 -1.6844
H 3.7849 -1.1914 1.9151
H 1.4596 -2.7715 -3.9482
H 3.0545 -1.7169 -1.0513
H 3.9262 -0.6088 -2.1280
H 1.6446 2.9746 1.8696
H -3.3481 -4.9601 -2.3314
H -4.2483 -3.4576 3.0740
H -2.2629 -3.0085 1.1972
H -2.5963 -3.4384 3.6944
H -5.5610 -2.9176 0.4522
H -3.0753 -4.6363 -0.5644
H 2.8658 1.1635 2.6312
H -5.3637 -4.8666 -0.8496
H -0.3386 2.4962 3.0394
H -3.2687 -2.0241 2.7819
*
```

Just the Mulliken charges please, in e? Sure, here they are:
1. As 2.19
2. F -0.60
3. F -0.50
4. F -0.52
5. F -0.46
6. F -0.47
7. F -0.23
8. O -0.56
9. O -0.59
10. O -0.55
11. O -0.49
12. O -0.54
13. O -0.56
14. O -0.38
15. O -0.36
16. O -0.56
17. O -0.40
18. O -0.39
19. O -0.40
20. O -0.41
21. O -0.57
22. O -0.39
23. C 0.60
24. C -0.96
25. C 0.50
26. C -1.49
27. C -0.70
28. C -0.20
29. C -0.24
30. C 0.53
31. C 0.62
32. C 0.58
33. C -0.30
34. C 0.53
35. C 1.91
36. C 1.37
37. C 0.45
38. C -1.23
39. C 0.05
40. C -1.65
41. C -0.42
42. H 0.11
43. H 0.06
44. H 0.39
45. H 0.25
46. H 0.14
47. H 0.34
48. H 0.25
49. H 0.20
50. H 0.08
51. H -0.26
52. H 0.43
53. H 0.31
54. H 0.11
55. H 0.35
56. H 0.17
57. H 0.38
58. H -0.28
59. H -0.01
60. H 0.39
61. H 0.38
62. H -0.06
63. H 0.21
64. H 0.36
65. H 0.14
66. H 0.40
67. H -0.67
68. H 0.43
69. H 0.29
70. H 0.31
71. H 0.28
72. H 0.13
73. H 0.32
74. H 0.26
75. H 0.17
76. H 0.17
77. H 0.27

# C5H14N2

A structure of composition C5H14N2 (the ωB97M-V functional and the def2-TZVPD basis, the Open Molecules 2025 dataset).

* HOMO-LUMO gap: 8.7 eV
* HOMO energy: -7.97 eV
* energy relative to the best compared isomer or geometry (same formula, charge and spin): 376.86 kJ/mol
* LUMO: 0.78 eV

ORCA input file:
```
! RIJCOSX wB97M-V def2-TZVPD def2/J DEFGRID3
* xyz 0 1
N 2.0080 -0.4858 2.4861
N 0.0749 0.3448 -0.5720
C 1.7767 0.0561 1.1373
C -1.9687 0.7270 1.4343
C -0.5146 -0.2736 -4.4522
C -0.7806 -0.2067 1.6836
C 0.3210 0.0195 0.6633
H -1.1234 -1.2345 1.6273
H -0.4030 -0.0846 2.6950
H -1.6419 1.7607 1.5751
H -0.4273 -1.3531 -4.4674
H 2.9987 -0.5113 2.6858
H -1.1036 -0.0072 -3.5852
H -0.9608 0.1204 -5.3543
H 0.4768 0.1586 -4.3419
H 2.3286 -0.6030 0.4587
H -2.7806 0.5083 2.1050
H 2.1292 1.0857 1.0120
H 1.5961 0.0980 3.2133
H -2.2269 0.6641 0.3917
H 0.2215 -0.7834 -0.3957
*
```

Just the Mulliken charges please, in e? Sure, here they are:
1. N -0.60
2. N -0.73
3. C -0.20
4. C -1.22
5. C -0.93
6. C -0.23
7. C 0.25
8. H 0.29
9. H 0.25
10. H 0.33
11. H 0.23
12. H 0.24
13. H 0.20
14. H 0.27
15. H 0.23
16. H 0.35
17. H 0.38
18. H 0.21
19. H 0.20
20. H 0.32
21. H 0.18

# C4H6O3V

A structure of composition C4H6O3V (the ωB97M-V functional and the def2-TZVPD basis, the Open Molecules 2025 dataset).

* HOMO-LUMO gap (alpha / beta): 7.4 / 10.3 eV
* HOMO energy (alpha / beta): -23.23 / -25.41 eV
* energy relative to the best compared isomer or geometry (same formula, charge and spin): 0.00 kJ/mol
* <S²>: 6.01
* LUMO (alpha / beta): -15.81 / -15.10 eV

ORCA input file:
```
! RIJCOSX wB97M-V def2-TZVPD def2/J DEFGRID3
* xyz 3 5
V -0.2022 -2.3381 2.2476
O -1.5136 -0.0779 -0.5732
O 0.5003 0.6681 -0.3577
O -0.1925 -1.0384 0.9796
C 2.7728 1.4965 -0.2343
C -2.7170 -0.8649 -0.3145
C -0.4746 -0.2705 0.0964
C 1.6861 0.6096 0.0171
H -2.4723 -1.9234 -0.4474
H -3.0524 -0.6456 0.7038
H 3.6703 1.1041 0.2724
H 2.9077 1.2603 -1.3349
H 2.5216 2.5398 0.0044
H -3.4341 -0.5196 -1.0593
*
```

Just the Mulliken charges please, in e? Sure, here they are:
1. V 1.86
2. O -0.15
3. O -0.08
4. O -0.56
5. C -0.62
6. C -0.65
7. C 0.78
8. C 0.33
9. H 0.36
10. H 0.37
11. H 0.34
12. H 0.36
13. H 0.39
14. H 0.26

# C30H44BF5IrN2OP2

A structure of composition C30H44BF5IrN2OP2 (the ωB97M-V functional and the def2-TZVPD basis, the Open Molecules 2025 dataset).

* HOMO-LUMO gap (alpha / beta): 6.5 / 4.0 eV
* HOMO energy (alpha / beta): -12.89 / -12.89 eV
* energy relative to the best compared isomer or geometry (same formula, charge and spin): 1.43 kJ/mol
* <S²>: 0.78
* LUMO (alpha / beta): -6.34 / -8.91 eV

ORCA input file:
```
! RIJCOSX wB97M-V def2-TZVPD def2/J DEFGRID3
* xyz 2 2
Ir 0.0086 0.8791 -0.2152
P 1.8768 -0.5159 -0.1648
P -2.1167 -0.1815 -0.4924
F 1.5417 7.6966 0.0104
F 0.5710 3.4901 -1.8014
F 2.0855 3.8783 2.6460
F 0.7200 6.1998 -2.0668
F 2.2414 6.5820 2.3640
O 1.2634 2.3591 0.6143
N -1.3775 -0.5527 2.0484
N 0.9166 -0.5369 2.2804
C -1.2067 -2.8132 5.0081
C 3.4155 0.1647 -0.9851
C -1.8367 -2.0739 4.0186
C 4.6459 -0.5079 -0.3382
C 2.2293 -0.5647 1.6697
C -1.0399 -1.3461 3.1505
C -2.6135 -0.4575 1.3035
C 0.9597 4.2615 -0.7854
C 1.8349 5.8179 1.3737
C -4.4468 -1.6390 -1.0267
C -2.7960 -1.4953 -2.8979
C 0.8893 -2.2937 -2.0401
C 3.5954 1.6701 -0.7604
C 0.3748 -1.3440 3.2873
C 0.6995 -2.9426 0.4084
C 1.5767 -2.2887 -0.6712
C -2.1817 1.8172 -2.3994
C 1.4738 6.4038 0.1540
C 0.1855 -2.8187 5.1369
C 1.3035 3.6172 0.4394
C 1.7550 4.4558 1.5135
C -4.3272 1.6058 -1.1369
C -2.3637 -2.9387 -0.8821
C 0.9921 -2.0827 4.2816
C 2.8428 -3.1555 -0.7609
C 3.3899 -0.0794 -2.4964
C -2.3057 2.4813 0.0091
C 1.0364 5.6146 -0.9318
C -2.9455 -1.6103 -1.3786
C -2.8105 1.4673 -1.0373
B -0.1675 -0.0535 1.5125
H 0.6426 -3.4020 5.9240
H 2.8462 0.2872 1.9645
H -4.5611 2.6535 -1.3445
H -4.6239 -1.9037 0.0143
H 5.5336 -0.1156 -0.8377
H -3.3795 -0.6712 -3.3062
H 0.4025 -3.9301 0.0505
H 4.7352 -0.2461 0.7170
H -2.9938 -3.7384 -1.2756
H 1.5526 -1.9561 -2.8315
H -4.8312 1.3328 -0.2085
H 2.4895 0.3305 -2.9603
H 4.5847 1.9316 -1.1394
H -3.2318 0.3798 1.6407
H -3.1838 -2.4121 -3.3458
H 2.0682 -2.0779 4.3994
H -2.4543 1.1200 -3.1859
H -2.8677 2.4369 0.9405
H 1.2608 -3.0935 1.3307
H 4.6749 -1.5864 -0.4364
H -4.9797 -0.7210 -1.2477
H -1.8051 -3.3906 5.6991
H -1.7589 -1.3873 -3.2185
H -1.3540 -3.1154 -1.2287
H -2.9158 -2.0648 3.9338
H 0.5960 -3.3176 -2.2815
H -2.5222 2.8104 -2.7006
H 3.4771 -1.1291 -2.7623
H 2.8695 2.2539 -1.3269
H -2.3933 3.4909 -0.3967
H -1.0869 1.8608 -2.3703
H 2.7755 -1.4828 1.8991
H 3.3959 -3.1881 0.1783
H 4.2462 0.4359 -2.9356
H 2.5118 -4.1752 -0.9680
H 3.5134 -2.8685 -1.5667
H -0.2068 -2.3903 0.6453
H -4.9003 -2.4287 -1.6282
H 0.0025 -1.6623 -2.0537
H -4.7412 1.0195 -1.9538
H -3.2148 -1.3584 1.3978
H -1.2383 2.3710 0.3165
H 3.5639 1.9483 0.2916
H -2.3872 -3.0194 0.2066
*
```

Just the Mulliken charges please, in e? Sure, here they are:
1. Ir 0.25
2. P 0.04
3. P 1.74
4. F -0.21
5. F -0.33
6. F -0.23
7. F -0.25
8. F -0.23
9. O 0.26
10. N 0.48
11. N 0.31
12. C -0.77
13. C 2.48
14. C -0.82
15. C -1.80
16. C -1.46
17. C 1.01
18. C -1.54
19. C 0.15
20. C 0.37
21. C -1.68
22. C -1.87
23. C -2.34
24. C -2.06
25. C 0.37
26. C -1.90
27. C 3.02
28. C -1.36
29. C 0.51
30. C -0.75
31. C 0.26
32. C 0.01
33. C -2.13
34. C -1.29
35. C -0.93
36. C -1.99
37. C -1.85
38. C -2.07
39. C 0.23
40. C 1.36
41. C 1.69
42. B -0.83
43. H 0.44
44. H 0.50
45. H 0.53
46. H 0.36
47. H 0.55
48. H 0.44
49. H 0.77
50. H 0.37
51. H 0.66
52. H 0.39
53. H 0.39
54. H 0.32
55. H 0.70
56. H 0.35
57. H 0.52
58. H 0.52
59. H 0.24
60. H 0.33
61. H 0.52
62. H 0.35
63. H 0.30
64. H 0.43
65. H 0.30
66. H 0.00
67. H 0.48
68. H 0.56
69. H 0.52
70. H 0.33
71. H 0.25
72. H 0.56
73. H -0.02
74. H 0.62
75. H 0.41
76. H 0.54
77. H 0.54
78. H 0.37
79. H -0.19
80. H 0.54
81. H 0.22
82. H 0.45
83. H 0.74
84. H 0.36
85. H 0.32
86. H 0.26

# C2H7N3O

An isolated molecule of C2H7N3O (the ωB97M-V functional and the def2-TZVPD basis, the Open Molecules 2025 dataset).

* HOMO-LUMO gap: 9.4 eV
* HOMO energy: -8.56 eV
* energy relative to the best compared isomer or geometry (same formula, charge and spin): 437.33 kJ/mol
* LUMO: 0.82 eV

ORCA input file:
```
! RIJCOSX wB97M-V def2-TZVPD def2/J DEFGRID3
* xyz 0 1
O -1.4920 1.5748 0.1959
N 1.0399 -0.7473 0.3035
N 2.2835 -0.8577 1.0398
N -0.5009 0.7823 -0.5892
C 0.5564 0.4126 0.2958
C -1.2809 -0.3817 -1.0006
H -0.7222 -1.0117 -1.6828
H -1.9520 2.1380 -0.6336
H 0.9116 1.3245 0.8284
H 2.2640 -0.3218 1.9027
H -2.1258 0.0214 -1.5626
H -1.5532 -1.0828 -0.1926
H 2.5715 -1.8505 1.0953
*
```

Just the Mulliken charges please, in e? Sure, here they are:
1. O -0.46
2. N -0.18
3. N -0.54
4. N -0.09
5. C -0.04
6. C -0.73
7. H 0.32
8. H 0.35
9. H 0.31
10. H 0.24
11. H 0.28
12. H 0.30
13. H 0.24

| no. | strongest force on any atom (eV/A) |
| --- | --- |
| 1 | 1.443 |
| 2 | 1.552 |
| 3 | 4.363 |
| 4 | 0.576 |
| 5 | 4.492 |